# C2H3FS2

2 unconnected molecules or ions with the total composition C2H3FS2 in a non-equilibrium geometry (ωB97M-V with the def2-TZVPD basis set, OMol25).

```
8
Properties=species:S:1:pos:R:3
C -0.254 -0.039 -0.406
C -0.438 -0.006 0.785
F 3.578 1.351 -0.630
S 3.798 -1.676 -0.214
S 3.136 0.085 0.421
H 0.061 0.236 -1.362
H 1.732 -0.019 0.076
H -0.967 -0.292 1.635
```

Values from the calculation:
* energy: -26506.621 eV
* gap between HOMO and LUMO: 8.57 eV
* HOMO level: -8.9 eV

# C47H47BBrFNO28P2

7 unconnected molecules or ions with the total composition C47H47BBrFNO28P2 in a non-equilibrium geometry (ωB97M-V with the def2-TZVPD basis set, OMol25).

```
128
Properties=species:S:1:pos:R:3
C 1.402 7.083 -0.509
C 1.769 6.214 0.231
C 2.080 5.170 1.196
C 2.087 3.725 0.642
C 0.834 2.907 0.964
P -0.587 3.206 -0.260
C -1.385 1.495 -0.021
C -1.647 1.033 1.420
C -0.636 -0.023 1.901
Br 0.001 0.356 3.711
P 0.612 2.340 -2.026
N 1.233 3.398 -3.046
O -1.591 3.995 0.963
C -2.750 4.431 0.426
F -3.697 3.358 0.357
C -2.406 4.811 -1.015
C -3.515 5.371 -1.880
B -4.185 6.680 -1.329
O -5.391 7.135 -1.874
O -3.595 7.444 -0.333
O -1.774 3.677 -1.494
H 1.225 8.008 -0.997
H 1.443 5.275 2.071
H 3.095 5.395 1.530
H 2.927 3.221 1.120
H 2.321 3.766 -0.423
H 1.126 1.855 1.000
H 0.542 3.148 1.988
H 0.061 4.450 -0.578
H -0.705 0.765 -0.470
H -2.283 1.470 -0.631
H -2.614 0.527 1.434
H -1.682 1.844 2.138
H 0.234 -0.064 1.259
H -1.109 -0.995 1.939
H 1.656 1.544 -1.462
H -0.208 1.426 -2.724
H 0.991 4.334 -2.733
H -3.268 5.168 1.037
H -1.704 5.648 -0.863
H -3.081 5.657 -2.845
H -4.273 4.618 -2.101
H -5.210 7.813 -2.537
H -4.072 7.392 0.502
C 2.555 6.052 7.881
C 2.747 6.778 6.773
C 2.567 6.197 5.395
O 2.751 6.941 4.451
C 2.196 4.798 5.277
C 2.008 4.072 6.387
C 2.164 4.658 7.763
O 1.959 3.931 8.719
O 1.669 2.787 6.364
O 3.106 8.056 6.789
H 2.680 6.461 8.874
H 2.086 4.382 4.286
H 1.595 2.510 7.297
H 3.166 8.324 5.850
C 1.312 -2.495 -6.924
C 0.451 -3.322 -6.323
C -0.320 -2.931 -5.094
O -1.094 -3.757 -4.635
C -0.098 -1.618 -4.531
C 0.768 -0.776 -5.122
C 1.522 -1.163 -6.370
O 2.276 -0.346 -6.860
O 1.014 0.432 -4.656
O 0.196 -4.560 -6.757
H 1.866 -2.775 -7.810
H -0.645 -1.350 -3.638
H 1.668 0.849 -5.250
H -0.466 -4.919 -6.132
C -6.417 -1.593 1.818
C -5.104 -1.641 1.551
C -4.111 -2.163 2.558
O -2.937 -2.205 2.231
C -4.596 -2.596 3.851
C -5.905 -2.548 4.114
C -6.903 -2.051 3.107
O -8.079 -2.060 3.427
O -6.431 -2.935 5.273
O -4.589 -1.243 0.398
H -7.140 -1.223 1.106
H -3.872 -2.954 4.566
H -7.393 -2.794 5.186
H -3.623 -1.371 0.457
C -5.176 -7.552 3.926
C -4.948 -8.812 3.537
C -3.853 -9.163 2.566
O -3.710 -10.339 2.284
C -3.041 -8.090 2.024
C -3.267 -6.826 2.409
C -4.350 -6.480 3.399
O -4.481 -5.311 3.707
O -2.563 -5.800 1.955
O -5.658 -9.849 3.969
H -5.959 -7.290 4.624
H -2.267 -8.351 1.316
H -2.908 -4.994 2.386
H -5.276 -10.634 3.530
C 2.420 -6.234 -9.027
C 2.686 -7.469 -9.472
C 3.766 -7.739 -10.485
O 3.951 -8.894 -10.820
C 4.522 -6.613 -11.007
C 4.255 -5.377 -10.565
C 3.190 -5.114 -9.534
O 3.026 -3.962 -9.177
O 4.898 -4.298 -10.990
O 2.029 -8.548 -9.062
H 1.648 -6.026 -8.298
H 5.285 -6.815 -11.745
H 4.511 -3.542 -10.506
H 2.426 -9.302 -9.539
C 5.998 2.531 3.377
C 7.087 1.755 3.399
C 7.012 0.278 3.676
O 8.058 -0.350 3.659
C 5.716 -0.308 3.949
C 4.618 0.465 3.931
C 4.692 1.941 3.631
O 3.655 2.571 3.622
O 3.405 -0.002 4.170
O 8.316 2.213 3.180
H 6.042 3.592 3.177
H 5.676 -1.367 4.161
H 2.788 0.757 4.086
H 8.904 1.436 3.251
```

Values from the calculation:
* energy: -200333.484 eV
* gap between HOMO and LUMO: 4.19 eV
* net charge: -1
* HOMO level: -4.7 eV